Entry from the OMol25 dataset: a structure of composition C32H24N4ORuSSb at a distorted geometry (the ωB97M-V functional and the def2-TZVPD basis).

Values from the calculation:
- <S²> = 6.053
- LUMO level (spin up / spin down) (hartree) = -0.3937 / -0.4432
- gap between HOMO and LUMO (spin up / spin down) (eV) = 6.00 / 4.65

ORCA input file:
```
! RIJCOSX wB97M-V def2-TZVPD def2/J DEFGRID3
* xyz 3 5
Ru -0.70 0.61 0.05
S -4.60 -4.73 3.74
N -4.09 -3.22 4.24
C -3.49 -2.64 3.22
C -2.91 -1.35 3.22
C -2.78 -0.60 4.41
C -1.87 0.47 4.36
C -1.33 0.84 3.13
N -1.50 0.17 1.96
C -2.30 -0.93 1.99
C -2.38 -1.70 0.80
N -2.01 -1.08 -0.36
C -2.18 -1.75 -1.50
C -2.64 -3.05 -1.56
C -3.00 -3.72 -0.41
C -2.86 -3.02 0.81
C -3.44 -3.46 2.05
N -3.97 -4.67 2.22
H -3.36 -0.91 5.26
H -1.65 1.07 5.26
H -0.66 1.72 3.03
H -1.90 -1.16 -2.40
H -2.86 -3.50 -2.55
H -3.46 -4.73 -0.36
C -2.22 3.03 0.52
C -2.60 1.69 -0.11
O -3.71 1.41 -0.49
H -3.10 3.22 1.19
H -2.11 3.83 -0.27
H -1.21 3.01 1.02
C 5.45 0.74 -2.64
C 5.15 0.02 -1.49
C 3.92 -0.60 -1.38
C 2.93 -0.32 -2.30
C 3.23 0.32 -3.49
C 4.49 0.87 -3.65
Sb 0.95 -0.56 -1.66
C -0.20 1.60 -1.76
C -0.99 1.56 -2.94
C -0.49 2.12 -4.11
C 0.53 3.05 -4.11
C 1.19 3.22 -2.90
C 0.82 2.58 -1.73
C 1.00 0.05 0.93
C 1.88 1.00 1.53
C 2.90 0.65 2.35
C 3.15 -0.70 2.62
C 2.42 -1.68 2.06
C 1.30 -1.28 1.25
H 6.42 1.15 -2.78
H 5.94 -0.16 -0.80
H 3.70 -1.21 -0.51
H 2.52 0.45 -4.31
H 4.77 1.43 -4.54
H -1.92 1.03 -2.94
H -0.88 1.80 -5.06
H 0.84 3.50 -5.03
H 2.06 3.91 -2.91
H 1.40 2.79 -0.82
H 1.76 2.06 1.26
H 3.52 1.41 2.85
H 3.92 -0.89 3.38
H 2.65 -2.75 2.21
H 0.57 -2.05 0.96
*
```

Here is what Löwdin gives for the atomic charges, in e:
1. Ru 1.152
2. S 1.141
3. N -0.166
4. C -0.311
5. C -0.053
6. C 0.092
7. C 0.024
8. C -0.082
9. N -0.035
10. C -0.122
11. C -0.157
12. N -0.040
13. C -0.160
14. C -0.007
15. C 0.076
16. C -0.052
17. C -0.297
18. N -0.190
19. H 0.138
20. H 0.141
21. H 0.127
22. H 0.097
23. H 0.150
24. H 0.160
25. C -0.020
26. C -0.339
27. O 0.191
28. H 0.132
29. H 0.127
30. H 0.073
31. C -0.001
32. C -0.020
33. C -0.117
34. C -0.436
35. C -0.115
36. C -0.024
37. Sb 1.783
38. C -0.489
39. C -0.105
40. C -0.033
41. C 0.006
42. C -0.044
43. C -0.129
44. C -0.452
45. C -0.121
46. C -0.039
47. C -0.049
48. C -0.041
49. C -0.173
50. H 0.125
51. H 0.123
52. H 0.097
53. H 0.114
54. H 0.132
55. H 0.095
56. H 0.125
57. H 0.129
58. H 0.142
59. H 0.109
60. H 0.101
61. H 0.143
62. H 0.140
63. H 0.140
64. H 0.095


Entry from the OMol25 dataset: a structure of composition C32H25AsN4O2PS5W at a distorted geometry (the ωB97M-V functional and the def2-TZVPD basis).

Values from the calculation:
- <S²> = 2.027
- LUMO level (spin up / spin down) (hartree) = 0.0552 / 0.0599
- gap between HOMO and LUMO (spin up / spin down) (eV) = 5.11 / 5.32

ORCA input file:
```
! RIJCOSX wB97M-V def2-TZVPD def2/J DEFGRID3
* xyz -1 3
W 0.41 -0.36 0.03
N 4.66 -2.50 -4.25
C 4.81 -2.26 -2.93
C 4.12 -3.03 -1.98
C 4.06 -2.70 -0.66
C 4.69 -1.50 -0.25
C 5.53 -0.80 -1.13
C 5.71 -1.27 -2.44
S 4.04 -0.63 1.13
O 4.88 0.52 1.49
O 3.69 -1.61 2.10
N 2.51 0.01 0.46
C 2.59 1.20 -0.27
N 3.71 1.85 -0.71
C 3.48 2.90 -1.44
C 2.27 3.23 -2.07
C 1.18 2.55 -1.56
N 1.33 1.57 -0.65
H 3.86 -3.08 -4.45
H 4.97 -1.79 -4.92
H 3.57 -3.92 -2.31
H 3.46 -3.22 0.07
H 6.03 0.12 -0.86
H 6.34 -0.69 -3.11
H 4.40 3.54 -1.54
H 2.20 4.09 -2.79
H 0.15 2.87 -1.74
C -1.69 5.16 0.68
C -0.69 4.36 1.25
C -0.82 2.99 1.19
C -1.93 2.39 0.55
C -3.05 3.16 0.27
C -2.84 4.52 0.22
P -1.91 0.61 0.36
C -3.52 0.07 -0.54
C -4.16 0.88 -1.51
C -5.43 0.52 -1.98
C -6.05 -0.56 -1.44
C -5.43 -1.39 -0.53
C -4.16 -1.08 -0.08
C -2.18 0.03 2.04
C -3.44 0.12 2.66
C -3.69 -0.61 3.83
C -2.65 -1.26 4.47
C -1.39 -1.40 3.89
C -0.31 -2.12 4.55
C 0.81 -2.42 3.79
C 0.85 -2.15 2.37
C 0.00 -1.22 1.86
C -1.18 -0.83 2.58
H -1.55 6.23 0.61
H 0.16 4.77 1.76
H -0.03 2.35 1.60
H -4.00 2.68 0.02
H -3.70 5.13 -0.02
H -3.66 1.76 -1.92
H -5.87 1.19 -2.71
H -7.05 -0.81 -1.80
H -5.87 -2.31 -0.25
H -3.68 -1.68 0.69
H -4.28 0.70 2.25
H -4.68 -0.65 4.26
H -2.76 -1.67 5.45
H -0.39 -2.32 5.63
H 1.66 -3.00 4.18
H 1.57 -2.67 1.81
S -1.41 -3.82 -3.08
As -0.07 -2.96 -4.46
S -0.18 -2.65 -1.02
S 0.26 -1.10 -2.22
S 1.73 -4.03 -4.51
*
```

Here is what Löwdin gives for the atomic charges, in e:
1. W 0.947
2. N 0.110
3. C -0.326
4. C -0.046
5. C -0.057
6. C -0.318
7. C -0.082
8. C -0.029
9. S 0.676
10. O -0.323
11. O -0.317
12. N -0.177
13. C -0.441
14. N 0.140
15. C -0.140
16. C -0.048
17. C -0.121
18. N -0.070
19. H -0.065
20. H 0.112
21. H 0.083
22. H 0.106
23. H 0.096
24. H 0.102
25. H 0.124
26. H 0.115
27. H 0.122
28. C -0.074
29. C -0.084
30. C -0.112
31. C -0.358
32. C -0.100
33. C -0.098
34. P 1.003
35. C -0.276
36. C -0.099
37. C -0.091
38. C -0.103
39. C -0.063
40. C -0.089
41. C -0.327
42. C -0.094
43. C -0.084
44. C -0.043
45. C -0.167
46. C -0.033
47. C -0.056
48. C -0.129
49. C -0.362
50. C -0.192
51. H 0.100
52. H 0.102
53. H 0.100
54. H 0.101
55. H 0.102
56. H 0.105
57. H 0.101
58. H 0.108
59. H 0.093
60. H 0.116
61. H 0.117
62. H 0.099
63. H 0.100
64. H 0.109
65. H 0.108
66. H 0.059
67. S -0.300
68. As -0.009
69. S -0.106
70. S -0.143
71. S -0.206


Entry from the OMol25 dataset: a structure of composition C32H25BrClCoN2O3Te at a distorted geometry (the ωB97M-V functional and the def2-TZVPD basis).

Values from the calculation:
- <S²> = 6.021
- LUMO level (spin up / spin down) (hartree) = -0.0451 / -0.0484
- gap between HOMO and LUMO (spin up / spin down) (eV) = 6.05 / 6.39

ORCA input file:
```
! RIJCOSX wB97M-V def2-TZVPD def2/J DEFGRID3
* xyz 0 5
Co 0.98 0.46 0.19
Cl 5.29 0.92 5.90
C 4.04 0.80 4.72
C 2.71 0.74 5.15
C 1.71 0.62 4.22
C 1.99 0.55 2.85
O 1.00 0.45 2.01
C 3.35 0.61 2.41
C 3.69 0.58 1.04
N 2.86 0.29 0.04
C 3.27 0.34 -1.27
C 4.59 0.34 -1.75
C 4.82 0.50 -3.11
C 3.79 0.66 -4.01
C 2.45 0.58 -3.58
C 1.33 0.67 -4.43
C 0.07 0.55 -3.88
C -0.08 0.33 -2.51
N 0.96 0.26 -1.68
C 2.20 0.39 -2.20
C 4.36 0.75 3.38
H 2.48 0.78 6.20
H 0.67 0.58 4.53
H 4.70 0.90 0.78
H 5.42 0.21 -1.07
H 5.84 0.52 -3.46
H 4.00 0.84 -5.05
H 1.46 0.83 -5.48
H -0.82 0.61 -4.50
H -1.07 0.21 -2.08
H 5.39 0.80 3.08
C -3.96 -6.57 -0.16
C -3.31 -5.23 -0.06
C -4.05 -4.05 -0.08
C -3.46 -2.81 0.09
C -4.30 -1.58 0.06
C -2.07 -2.74 0.29
Te -1.23 -0.90 1.01
C -1.29 -3.90 0.21
C 0.20 -3.89 0.32
C -1.93 -5.12 0.05
H -5.05 -6.47 -0.23
H -3.73 -7.17 0.72
H -3.61 -7.12 -1.04
H -5.12 -4.11 -0.21
H -5.33 -1.82 -0.20
H -3.91 -0.87 -0.68
H -4.29 -1.08 1.02
H 0.60 -2.87 0.27
H 0.64 -4.48 -0.48
H 0.51 -4.32 1.27
H -1.32 -6.02 0.02
Br -5.19 5.74 0.93
C -3.39 5.40 0.44
C -2.56 6.46 0.10
C -1.25 6.21 -0.27
C -0.77 4.91 -0.29
C -1.61 3.86 0.07
C -2.93 4.10 0.43
C -1.10 2.45 0.08
O -1.94 1.54 0.19
O 0.14 2.31 -0.05
H -2.94 7.47 0.13
H -0.61 7.04 -0.54
H 0.25 4.69 -0.57
H -3.56 3.27 0.69
*
```

Here is what Löwdin gives for the atomic charges, in e:
1. Co 0.509
2. Cl 0.661
3. C -0.682
4. C -0.083
5. C 0.012
6. C -0.307
7. O -0.284
8. C -0.127
9. C -0.003
10. N 0.010
11. C -0.186
12. C -0.001
13. C -0.070
14. C -0.024
15. C -0.145
16. C 0.017
17. C -0.025
18. C -0.069
19. N 0.004
20. C -0.132
21. C -0.061
22. H 0.108
23. H 0.124
24. H 0.128
25. H 0.107
26. H 0.108
27. H 0.113
28. H 0.119
29. H 0.112
30. H 0.107
31. H 0.112
32. C -0.052
33. C -0.270
34. C -0.019
35. C -0.331
36. C -0.093
37. C -0.455
38. Te 1.441
39. C -0.326
40. C -0.082
41. C -0.025
42. H 0.072
43. H 0.081
44. H 0.080
45. H 0.112
46. H 0.076
47. H 0.072
48. H 0.066
49. H 0.014
50. H 0.082
51. H 0.087
52. H 0.120
53. Br 0.717
54. C -0.673
55. C -0.132
56. C -0.074
57. C -0.019
58. C -0.122
59. C -0.065
60. C -0.620
61. O -0.172
62. O -0.061
63. H 0.097
64. H 0.103
65. H 0.113
66. H 0.111


Entry from the OMol25 dataset: a structure of composition C32H25Cl5N2OS3Sm at a distorted geometry (the ωB97M-V functional and the def2-TZVPD basis).

Values from the calculation:
- <S²> = 8.760
- LUMO level (spin up / spin down) (hartree) = 0.0760 / 0.0760
- gap between HOMO and LUMO (spin up / spin down) (eV) = 7.16 / 7.17

ORCA input file:
```
! RIJCOSX wB97M-V def2-TZVPD def2/J DEFGRID3
* xyz -1 6
Sm -0.22 0.89 1.90
C 2.48 -0.98 3.56
N 1.93 -0.78 2.20
C 2.95 -0.25 1.31
C 3.27 1.24 1.65
N 2.17 2.17 1.23
C 2.20 2.31 -0.20
C 2.26 3.42 1.96
C 2.72 4.59 1.34
C 2.71 5.77 1.98
C 2.27 5.90 3.28
C 1.77 4.76 3.91
C 1.81 3.50 3.26
S 1.11 2.09 4.05
C 1.36 -2.05 1.76
C 2.04 -2.98 0.99
C 1.52 -4.24 0.64
C 0.14 -4.43 0.91
C -0.58 -3.52 1.66
C 0.00 -2.33 2.15
S -0.92 -1.32 3.23
H 3.28 -1.78 3.54
H 1.68 -1.31 4.20
H 2.85 -0.08 3.99
H 2.62 -0.28 0.28
H 3.91 -0.81 1.46
H 4.17 1.55 1.07
H 3.47 1.40 2.68
H 3.18 2.61 -0.52
H 1.49 3.06 -0.50
H 1.96 1.37 -0.63
H 3.10 4.51 0.33
H 3.06 6.67 1.47
H 2.16 6.85 3.74
H 1.49 4.81 4.95
H 2.97 -2.71 0.59
H 2.15 -4.96 0.16
H -0.25 -5.31 0.51
H -1.63 -3.64 1.93
Cl -1.08 4.73 2.22
C -2.44 3.83 1.52
C -2.33 2.45 1.43
C -3.40 1.82 0.83
Cl -3.32 0.10 0.73
C -4.49 2.46 0.32
Cl -5.89 1.64 -0.37
C -4.57 3.84 0.45
Cl -5.94 4.69 -0.18
C -3.56 4.54 1.07
Cl -3.73 6.27 1.25
C -3.71 -6.09 -6.34
C -3.03 -5.22 -5.33
O -3.23 -5.25 -4.12
S -2.01 -4.03 -6.10
C -1.48 -3.04 -4.75
C -1.69 -1.66 -4.84
C -1.19 -0.83 -3.84
C -0.57 -1.39 -2.70
C -0.27 -2.75 -2.69
C -0.73 -3.55 -3.72
C -0.34 -0.60 -1.49
C -0.05 -0.05 -0.45
H -3.15 -6.25 -7.23
H -4.59 -5.54 -6.74
H -4.03 -7.08 -5.93
H -2.21 -1.25 -5.69
H -1.37 0.24 -3.87
H 0.31 -3.13 -1.85
H -0.56 -4.60 -3.63
*
```

Here is what Löwdin gives for the atomic charges, in e:
1. Sm 1.208
2. C -0.106
3. N -0.249
4. C -0.184
5. C -0.143
6. N -0.233
7. C -0.110
8. C -0.310
9. C -0.054
10. C -0.131
11. C -0.104
12. C -0.137
13. C -0.672
14. S 0.506
15. C -0.286
16. C -0.045
17. C -0.078
18. C -0.096
19. C -0.116
20. C -0.657
21. S 0.479
22. H 0.116
23. H 0.056
24. H 0.024
25. H 0.100
26. H 0.131
27. H 0.132
28. H 0.078
29. H 0.082
30. H 0.103
31. H 0.033
32. H 0.101
33. H 0.105
34. H 0.090
35. H 0.090
36. H 0.081
37. H 0.087
38. H 0.073
39. H 0.100
40. Cl 0.686
41. C -0.678
42. C -0.283
43. C -0.741
44. Cl 0.666
45. C -0.689
46. Cl 0.625
47. C -0.715
48. Cl 0.638
49. C -0.699
50. Cl 0.628
51. C -0.102
52. C -0.764
53. O 0.013
54. S 1.032
55. C -0.553
56. C -0.102
57. C -0.022
58. C -0.242
59. C -0.013
60. C -0.091
61. C -0.158
62. C -0.158
63. H 0.046
64. H 0.100
65. H 0.098
66. H 0.095
67. H 0.109
68. H 0.107
69. H 0.102


Q: Look up the <S²> of the first one.
A: 6.053


Q: Which value of <S²> does entry 1 give?
A: 6.053


Q: Which of these has the lowest <S²>?
A: C32H25AsN4O2PS5W